Record 1
C35H30F3N4OPSTi as an isolated structure, computed with the ωB97M-V functional and the def2-TZVPD basis.

```
76
Properties=species:S:1:pos:R:3:forces:R:3:lowdin_charge:R:1
Ti 1.931 1.244 -0.295 0.41 0.49 -0.49 0.92
O -0.599 4.476 0.091 0.03 -0.01 0.08 -0.04
C 0.405 3.734 0.054 -0.16 -0.04 -0.01 -0.53
N 0.360 2.365 0.313 -0.04 0.01 0.19 -0.12
C -0.391 2.020 1.488 -0.07 -0.02 -0.13 -0.21
C 0.377 0.998 2.286 0.00 -0.01 -0.08 -0.25
C -0.115 0.451 3.467 -0.04 -0.01 0.01 -0.03
C 0.631 -0.494 4.143 0.03 0.01 -0.02 -0.08
C 1.863 -0.872 3.627 -0.01 0.01 0.04 -0.07
C 2.287 -0.292 2.449 0.00 0.01 -0.02 -0.11
N 1.562 0.619 1.788 -0.01 -0.09 0.32 0.04
C 1.753 4.204 -0.121 -0.04 0.08 -0.08 -0.23
C 2.046 5.558 -0.395 -0.01 -0.07 0.08 -0.05
C 3.321 6.021 -0.252 0.04 0.06 -0.01 -0.13
C 4.330 5.112 0.184 -0.03 -0.04 0.00 -0.12
C 4.000 3.784 0.322 0.07 0.03 0.02 -0.18
N 2.772 3.283 0.130 -0.15 -0.12 -0.08 -0.01
H -0.585 2.902 2.114 0.04 0.00 -0.01 0.13
H -1.380 1.584 1.269 0.10 0.08 -0.01 0.07
H -1.084 0.769 3.833 0.00 0.00 -0.01 0.11
H 0.258 -0.937 5.059 0.00 0.00 0.00 0.10
H 2.476 -1.620 4.112 0.00 -0.01 -0.02 0.10
H 3.229 -0.559 1.985 0.01 0.03 0.02 0.11
H 1.223 6.201 -0.681 -0.01 0.00 0.01 0.10
H 3.560 7.060 -0.456 0.00 0.00 0.00 0.07
H 5.351 5.431 0.349 0.00 -0.01 0.01 0.07
H 4.764 3.068 0.594 0.00 0.00 -0.02 0.09
C -3.286 -3.585 -0.749 0.03 0.01 -0.01 -0.05
C -3.742 -2.543 0.232 -0.03 0.01 0.05 -0.26
C -4.985 -2.705 0.841 0.01 0.00 0.01 -0.07
C -5.466 -1.803 1.779 0.01 0.01 0.00 -0.11
C -4.694 -0.710 2.130 -0.02 -0.02 0.00 -0.10
C -3.458 -0.534 1.524 0.02 0.08 0.02 -0.11
C -2.958 -1.425 0.573 0.03 -0.07 -0.03 -0.30
P -1.299 -0.924 -0.090 0.03 0.08 0.01 1.17
C -1.447 -1.127 -1.912 0.06 -0.06 0.01 -0.32
C -0.925 -2.227 -2.590 -0.05 -0.02 0.05 -0.12
C -0.875 -2.262 -3.973 0.01 0.01 -0.02 -0.09
C -1.334 -1.172 -4.699 0.02 -0.01 0.01 -0.09
C -1.841 -0.068 -4.035 -0.03 0.02 -0.01 -0.06
C -1.902 -0.021 -2.644 0.02 0.03 -0.03 -0.27
C -2.360 1.246 -1.972 -0.01 0.02 0.02 -0.05
C -0.161 -2.222 0.475 -0.14 -0.04 0.07 -0.33
C -0.526 -3.182 1.419 0.00 -0.02 -0.03 -0.12
C 0.409 -4.019 2.008 0.02 0.00 -0.01 -0.13
C 1.747 -3.888 1.638 -0.03 0.01 -0.04 -0.13
C 2.124 -2.936 0.713 0.02 -0.07 0.02 -0.07
C 1.200 -2.054 0.107 0.07 0.13 -0.01 -0.34
C 1.669 -1.006 -0.775 -0.14 -0.08 -0.06 -0.19
H -3.896 -4.484 -0.655 0.00 0.00 -0.01 0.07
H -2.244 -3.851 -0.576 0.03 -0.01 -0.02 0.06
H -3.358 -3.221 -1.775 0.01 0.02 -0.02 0.08
H -5.585 -3.569 0.575 0.00 0.00 0.00 0.10
H -6.438 -1.961 2.233 0.00 0.00 0.00 0.09
H -5.047 0.005 2.864 0.01 0.00 0.00 0.09
H -2.851 0.328 1.786 -0.08 -0.07 -0.01 0.07
H -0.516 -3.052 -2.018 0.00 -0.01 0.02 0.10
H -0.442 -3.116 -4.479 0.01 -0.01 0.00 0.09
H -1.253 -1.158 -5.778 -0.01 -0.01 -0.02 0.09
H -2.143 0.805 -4.602 0.00 0.00 0.01 0.10
H -1.495 1.828 -1.634 -0.03 -0.02 0.05 0.08
H -2.985 1.048 -1.100 0.00 0.01 -0.01 0.06
H -2.933 1.860 -2.667 0.03 0.01 -0.01 0.08
H -1.567 -3.269 1.711 -0.01 0.01 0.01 0.09
H 0.101 -4.758 2.739 0.00 0.00 0.01 0.08
H 2.500 -4.531 2.082 0.00 0.00 0.00 0.09
H 3.169 -2.831 0.441 0.00 0.00 -0.01 0.11
H 1.022 -0.799 -1.628 -0.06 -0.03 -0.02 0.02
H 2.669 -1.223 -1.137 0.03 0.04 -0.08 0.03
F 4.572 -0.339 -1.422 -0.03 -0.02 0.05 -0.06
C 4.217 0.796 -0.690 0.03 -0.13 0.17 -0.50
F 4.938 0.573 0.520 0.02 0.03 -0.02 -0.08
F 4.980 1.759 -1.310 0.00 -0.01 -0.02 -0.02
S 1.191 2.433 -5.059 -0.04 -0.01 -0.01 0.38
C 1.477 2.037 -3.494 -0.01 -0.04 -0.01 -0.94
N 1.682 1.747 -2.383 0.05 -0.15 0.12 0.01
```
Forces are in eV/Å.

Values from the calculation:
- Net charge: -2
- Multiplicity: 3
- Orbital gap (spin up / spin down): 0.128 / 0.231 hartree
- Relative energy (zero: lowest compared OMol25 entry of this formula, charge and spin): 53.5 kJ/mol
- <S²>: 2.0187
- HOMO level (spin up / spin down): 0.60 / -2.19 eV
- LUMO energy (spin up / spin down): 0.14999 / 0.14999 Ha

---

Record 2
A 2-piece molecular cluster, C10H24BO4 overall at a distorted geometry, computed with the ωB97M-V functional and the def2-TZVPD basis.

```
39
Properties=species:S:1:pos:R:3:forces:R:3:lowdin_charge:R:1
O -0.050 -2.156 2.560 4.54 4.60 -5.54 -0.07
C 0.665 -1.391 1.693 -3.65 -3.77 4.69 -0.26
O 0.378 -1.601 0.262 2.27 -0.66 2.79 -0.05
C 1.786 -0.376 2.326 0.80 0.62 -0.28 -0.13
C 2.122 0.947 1.419 0.30 -0.08 -1.54 -0.24
C 0.828 1.867 1.017 1.70 0.38 -0.83 -0.24
B -0.275 2.091 2.215 -1.06 0.77 -1.58 -0.59
C -1.758 2.471 1.530 -1.09 0.35 -0.15 -0.24
C -2.406 1.199 0.711 -1.02 0.52 -0.20 -0.21
C -3.014 0.009 1.662 0.58 -0.86 -1.66 -0.27
O -3.580 0.462 2.943 0.19 -2.44 -0.37 -0.15
H 0.853 -2.470 0.043 -1.03 1.67 0.34 0.13
H 2.802 -0.996 2.400 -2.23 1.00 -0.20 0.12
H 1.496 -0.032 3.431 0.16 -1.15 -2.71 0.13
H 2.977 1.630 1.892 -1.88 -1.74 -0.58 0.11
H 2.575 0.544 0.391 -0.65 0.70 2.14 0.09
H 0.395 1.447 0.012 0.72 0.60 1.73 0.07
H 1.260 2.950 0.758 -0.72 -2.23 0.23 0.09
H -0.475 1.153 2.895 0.06 -1.03 0.65 0.03
H 0.014 3.053 2.867 0.46 0.44 0.60 0.03
H -1.684 3.429 0.821 -0.24 -2.01 1.10 0.08
H -2.492 2.811 2.408 1.23 -0.89 -1.97 0.09
H -3.291 1.585 0.017 1.63 -0.79 1.35 0.09
H -1.642 0.672 -0.034 -1.43 1.13 1.70 0.09
H -2.156 -0.800 1.781 -1.77 1.71 0.25 0.10
H -3.871 -0.526 1.031 1.60 1.01 1.23 0.11
H -3.798 -0.403 3.437 0.60 2.11 -1.14 0.10
C 0.147 -0.836 -2.801 -0.02 0.30 0.33 -0.06
C 1.491 -1.409 -3.221 -0.72 -0.01 -0.29 -0.50
C 1.567 -1.596 -4.728 0.35 0.00 -0.22 -0.07
O 1.692 -2.665 -2.579 0.15 -0.45 0.20 -0.07
H -0.671 -1.511 -3.079 0.08 0.01 -0.16 0.08
H 0.102 -0.719 -1.713 0.06 0.08 -0.30 0.05
H -0.030 0.138 -3.266 -0.02 -0.10 0.03 0.08
H 2.295 -0.741 -2.893 -0.04 -0.27 0.10 0.14
H 0.800 -2.297 -5.075 -0.07 0.13 0.09 0.08
H 2.535 -2.020 -5.015 -0.07 0.11 0.04 0.07
H 1.432 -0.644 -5.252 -0.01 -0.11 0.03 0.08
H 0.983 -3.265 -2.865 0.26 0.35 0.09 0.09
```
Forces are in eV/Å.

Values from the calculation:
- Net charge: -1
- Multiplicity: 1
- Orbital gap: 0.266 hartree
- HOMO level: -4.50 eV
- LUMO energy: 0.10035 Ha

---

Q: Number 1 is which compound?
A: C35H30F3N4OPSTi